DFT (ωB97M-V/def2-TZVPD) results for C3H3NO2S in the gas phase at a distorted geometry.

Its energy above the lowest of the compared OMol25 structures with the same formula, charge and spin is 4.0 kcal/mol. The HOMO-LUMO gap comes out at 10.510 eV. For the HOMO energy, the calculation gives -10.033 eV. The LUMO energy comes out at 0.48 eV.

Each atom is followed by the atoms it is bonded to, with distances in Å.
Element x y z (Å)
1 O 1.80 1.21 1.38  C2 1.190
2 C 0.97 0.58 0.80  O1 1.190, C3 1.524, N7 1.458
3 C 0.62 -0.89 1.03  C2 1.524, S4 1.866, H8 1.088, H9 1.056
4 S -0.59 -1.40 -0.29  C3 1.866, C5 1.814
5 C -0.77 0.31 -0.86  S4 1.814, O6 1.166, N7 1.384
6 O -1.63 0.64 -1.58  C5 1.166
7 N 0.18 1.14 -0.30  C2 1.458, C5 1.384, H10 1.045
8 H 0.27 -0.96 2.05  C3 1.088
9 H 1.51 -1.45 0.92  C3 1.056
10 H 0.09 2.17 -0.40  N7 1.045

DFT (ωB97M-V/def2-TZVPD) results for a 2-piece molecular cluster, C3H3NO2S overall at a distorted geometry.

Its energy above the lowest of the compared OMol25 structures with the same formula, charge and spin is 88.3 kcal/mol. The HOMO-LUMO gap comes out at 9.273 eV. For the HOMO energy, the calculation gives -9.696 eV. The LUMO energy comes out at -0.42 eV.

Each atom is followed by the atoms it is bonded to, with distances in Å.
Element x y z (Å)
1 C -0.52 0.08 -1.57  C3 1.299, S7 1.644
2 C 0.58 -0.22 2.18  N4 1.212, O5 1.149
3 C -1.23 -0.89 -1.06  C1 1.299, H8 1.025, H9 1.141
4 N 1.31 0.07 1.26  C2 1.212, H10 1.092
5 O -0.08 -0.68 3.01  C2 1.149
6 O 0.89 2.07 -0.91  S7 1.468
7 S 0.60 1.18 -2.04  C1 1.644, O6 1.468
8 H -0.71 -1.69 -0.68  C3 1.025
9 H -2.36 -0.97 -0.97  C3 1.141
10 H 1.51 1.04 0.79  N4 1.092